# 1
{"formula": "C5H7NOS", "method": "ωB97M-V with the def2-TZVPD basis set", "elements": ["C", "C", "C", "C", "C", "N", "O", "S", "H", "H", "H", "H", "H", "H", "H"], "positions_angstrom": [[-1.68, 0.83, 0.05], [-0.63, 1.64, -0.10], [0.76, -0.12, -0.03], [-1.47, -0.73, 0.06], [-0.12, -1.24, -0.43], [0.64, 1.11, 0.04], [2.43, -0.82, 0.19], [3.56, 0.23, -0.08], [-2.59, 1.33, 0.06], [-0.55, 2.66, -0.25], [-1.82, -0.97, 1.10], [-2.23, -1.02, -0.53], [-0.10, -1.30, -1.58], [-0.04, -2.23, 0.17], [3.83, 0.64, 1.35]], "nbo_charge": [-0.179, -0.058, 0.632, -0.429, -0.528, -0.449, -0.790, 0.341, 0.212, 0.206, 0.224, 0.223, 0.256, 0.274, 0.064], "fmax_ev_per_a": 4.86, "de_lowest_ev": 4.5268, "spin_multiplicity": 1, "e_tot_ha": -722.751717, "lumo_ev": 0.45, "total_charge": 0, "e_homo_ev": -8.004}

***

# 2
{"formula": "C5H7NOS", "method": "ωB97M-V with the def2-TZVPD basis set", "elements": ["C", "C", "C", "C", "C", "H", "H", "H", "H", "H", "H", "H", "N", "O", "S"], "positions_angstrom": [[-0.81, -1.01, -1.43], [-0.44, -0.21, -0.18], [0.21, 1.11, -0.21], [0.78, 1.33, 1.00], [-0.05, -0.75, 1.11], [-1.42, -1.96, -1.35], [0.05, -1.44, -2.15], [-1.51, -0.37, -2.18], [1.03, 3.04, -1.36], [1.48, 2.20, 1.29], [0.99, 0.49, 2.84], [-0.82, -2.48, 0.92], [0.57, 0.26, 1.86], [-0.56, -1.94, 1.60], [0.52, 1.74, -1.76]], "nbo_charge": [-0.678, -0.194, -0.275, -0.097, 0.458, 0.221, 0.223, 0.239, 0.137, 0.211, 0.447, 0.486, -0.561, -0.669, 0.051], "fmax_ev_per_a": 5.11, "de_lowest_ev": 2.5742, "spin_multiplicity": 1, "e_tot_ha": -722.823475, "lumo_ev": 0.74, "smiles": "Cc1c(S)c[nH]c1O", "total_charge": 0, "e_homo_ev": -7.522}

***

# 3
{"formula": "C5H7NOS2", "method": "ωB97M-V with the def2-TZVPD basis set", "elements": ["C", "C", "C", "C", "C", "N", "O", "S", "S", "H", "H", "H", "H", "H", "H", "H"], "positions_angstrom": [[0.48, 0.71, -0.21], [-0.09, 0.24, 1.13], [-1.41, -0.16, 0.74], [-1.56, -0.34, -0.76], [-0.25, 0.29, -1.26], [2.64, -0.58, -0.65], [2.48, -1.81, -0.61], [1.74, 1.77, -0.02], [3.17, 0.45, 0.62], [0.64, -0.46, 1.54], [-0.09, 1.20, 1.77], [-1.68, -1.03, 1.38], [-2.15, 0.59, 1.07], [-1.57, -1.34, -1.17], [-2.38, 0.24, -1.24], [0.04, 0.24, -2.31]], "nbo_charge": [-0.276, -0.447, -0.428, -0.434, -0.098, -0.059, -0.291, 0.236, 0.258, 0.220, 0.215, 0.220, 0.217, 0.220, 0.221, 0.228], "fmax_ev_per_a": 5.04, "de_lowest_ev": 3.7542, "spin_multiplicity": 1, "e_tot_ha": -1120.934356, "lumo_ev": [-0.65, -0.66], "smiles": "O=NSSC1=CCCC1", "total_charge": 0, "e_homo_ev": [-8.585, -8.587]}

***

# 4
{"formula": "C5H7NS", "method": "ωB97M-V with the def2-TZVPD basis set", "elements": ["C", "C", "C", "C", "C", "N", "S", "H", "H", "H", "H", "H", "H", "H"], "positions_angstrom": [[0.94, -0.51, -1.31], [0.87, -0.81, 0.00], [0.48, 0.79, -1.77], [0.10, -0.08, 1.13], [-1.41, -0.27, 1.19], [0.30, 1.84, -1.00], [0.33, 1.94, 0.66], [1.30, -1.08, -2.13], [1.23, -1.89, 0.28], [0.54, 1.17, -2.81], [0.68, -0.26, 2.17], [-1.86, 0.30, 0.36], [-1.79, 0.24, 2.12], [-1.73, -1.39, 1.11]], "nbo_charge": [-0.278, -0.173, 0.012, -0.297, -0.653, -0.571, 0.407, 0.226, 0.214, 0.202, 0.235, 0.228, 0.227, 0.219], "fmax_ev_per_a": 3.14, "de_lowest_ev": 2.1942, "spin_multiplicity": 1, "e_tot_ha": -647.576401, "lumo_ev": 0.17, "smiles": "C[C@H]1C=CC=NS1", "total_charge": 0, "e_homo_ev": -8.413}

***

# 5
{"formula": "C5H7NS", "method": "ωB97M-V with the def2-TZVPD basis set", "elements": ["C", "C", "C", "C", "C", "H", "H", "H", "H", "H", "H", "H", "N", "S"], "positions_angstrom": [[0.44, 2.49, 0.50], [0.06, 1.10, 0.19], [0.52, -1.11, -0.35], [1.63, -1.32, 0.68], [0.64, -0.16, 0.77], [0.34, 2.67, 1.56], [1.51, 2.65, 0.28], [-0.12, 3.23, -0.08], [0.99, -0.71, -1.21], [2.55, -1.25, 0.24], [1.57, -2.03, 1.59], [-0.08, -0.41, 1.57], [-1.02, 0.77, -0.52], [-1.21, -0.98, -0.69]], "nbo_charge": [-0.653, 0.264, -0.417, -0.324, -0.325, 0.232, 0.226, 0.239, 0.207, 0.218, 0.235, 0.217, -0.546, 0.427], "fmax_ev_per_a": 3.68, "de_lowest_ev": 3.6156, "spin_multiplicity": 1, "e_tot_ha": -647.524166, "lumo_ev": 0.94, "smiles": "CC1=NS[C@@H]2C[C@@H]12", "total_charge": 0, "e_homo_ev": -8.522}

***

# 6
{"formula": "C5H7NS", "method": "ωB97M-V with the def2-TZVPD basis set", "elements": ["C", "C", "C", "C", "C", "H", "H", "H", "H", "H", "H", "H", "N", "S"], "positions_angstrom": [[2.23, -0.36, 0.18], [0.74, -0.72, -0.01], [-1.54, -0.25, 0.42], [-1.49, 1.28, -0.10], [-0.28, 0.48, -0.45], [2.44, -0.13, -0.95], [2.21, 0.66, 0.90], [2.74, -1.24, 0.63], [-1.35, -0.03, 1.57], [-1.76, 2.06, 0.59], [-2.15, 1.73, -0.89], [-0.48, 0.25, -1.52], [0.21, -1.89, -0.37], [-1.53, -1.83, -0.01]], "nbo_charge": [-0.670, 0.301, -0.534, -0.356, -0.290, 0.250, 0.240, 0.243, 0.203, 0.231, 0.232, 0.212, -0.570, 0.507], "fmax_ev_per_a": 7.10, "de_lowest_ev": 6.0904, "spin_multiplicity": 1, "e_tot_ha": -647.433219, "lumo_ev": 0.45, "smiles": "CC1=NS[C@@H]2C[C@@H]12", "total_charge": 0, "e_homo_ev": -8.407}

***

# 7
{"formula": "C5H7NS2", "method": "ωB97M-V with the def2-TZVPD basis set", "elements": ["C", "C", "C", "C", "C", "H", "H", "H", "H", "H", "H", "H", "N", "S", "S"], "positions_angstrom": [[-0.14, 0.80, 1.68], [-0.32, 0.49, 0.33], [0.39, -0.01, -2.00], [0.89, -1.35, -1.70], [0.09, -0.64, -0.57], [-1.25, 0.10, 4.16], [-0.42, 1.95, 1.72], [0.75, 0.77, 2.12], [1.18, 0.74, -1.93], [2.04, -1.47, -1.37], [0.46, -2.24, -1.99], [-0.86, -1.40, -0.65], [-0.82, 1.43, -0.31], [-1.08, -0.33, 2.53], [-0.91, 1.17, -2.01]], "nbo_charge": [-0.609, 0.202, -0.479, -0.298, -0.298, 0.155, 0.253, 0.228, 0.220, 0.239, 0.221, 0.215, -0.516, -0.014, 0.481], "fmax_ev_per_a": 6.22, "de_lowest_ev": 6.9938, "spin_multiplicity": 1, "e_tot_ha": -1045.587058, "lumo_ev": 0.03, "smiles": "SCC1=NS[C@@H]2C[C@@H]12", "total_charge": 0, "e_homo_ev": -8.720}

***

# 8
{"formula": "C5H7NS2", "method": "ωB97M-V with the def2-TZVPD basis set", "elements": ["C", "C", "C", "C", "C", "N", "S", "S", "H", "H", "H", "H", "H", "H", "H"], "positions_angstrom": [[-0.50, -0.28, 1.82], [-1.10, -0.80, 0.73], [-0.68, 1.20, -2.01], [1.02, -0.18, 1.71], [-0.23, -1.21, -0.26], [0.60, 1.24, -2.25], [-2.14, 1.83, -1.92], [1.44, -1.11, 0.24], [-0.95, -0.31, 2.86], [-2.09, -1.15, 0.64], [1.33, 0.83, 1.59], [1.46, -0.57, 2.72], [-0.43, -1.93, -1.07], [1.07, 0.50, -1.87], [1.21, 1.93, -2.95]], "nbo_charge": [-0.187, -0.264, 0.033, -0.598, -0.384, -0.798, -0.002, 0.272, 0.218, 0.232, 0.232, 0.239, 0.234, 0.402, 0.371], "fmax_ev_per_a": 4.77, "de_lowest_ev": 3.8435, "spin_multiplicity": 1, "e_tot_ha": -1045.702829, "lumo_ev": [0.09, -0.01], "total_charge": 0, "e_homo_ev": [-6.896, -6.767]}

***

# 9
{"formula": "C5H7NS2", "method": "ωB97M-V with the def2-TZVPD basis set", "elements": ["C", "C", "C", "C", "C", "H", "H", "H", "H", "H", "H", "H", "N", "S", "S"], "positions_angstrom": [[1.05, -0.06, 1.43], [0.32, -0.03, -1.09], [-0.45, 0.54, 1.12], [-1.22, -0.72, 0.81], [-0.64, -1.13, -0.43], [0.87, -1.18, 1.90], [1.63, 0.61, 2.08], [0.26, -0.03, -2.25], [-0.57, 1.22, 1.95], [-1.73, -1.46, 1.49], [-2.80, -1.49, -0.45], [-0.32, -2.16, -0.58], [-2.07, -0.68, -0.48], [1.80, -0.51, -0.38], [-0.38, 1.61, -0.36]], "nbo_charge": [-0.463, -0.519, -0.385, -0.143, -0.124, 0.221, 0.225, 0.278, 0.247, 0.245, 0.360, 0.226, -0.610, 0.207, 0.237], "fmax_ev_per_a": 3.69, "de_lowest_ev": 3.0164, "spin_multiplicity": 1, "e_tot_ha": -1045.733222, "lumo_ev": 0.75, "smiles": "C1S[C@@H]2S[C@H]1[C@H]1N[C@@H]21", "total_charge": 0, "e_homo_ev": -8.465}

***

# 10
{"formula": "C5H7O4Tb", "method": "ωB97M-V with the def2-TZVPD basis set", "elements": ["O", "Tb", "C", "C", "H", "H", "H", "H", "C", "C", "H", "H", "O", "C", "O", "O", "H"], "positions_angstrom": [[-2.12, 1.67, -0.33], [-0.01, 1.59, -0.35], [-2.98, 0.57, -0.26], [-2.28, -0.62, 0.34], [-3.87, 0.82, 0.36], [-3.36, 0.30, -1.27], [-1.61, -0.44, 1.19], [-2.52, -1.62, -0.04], [0.81, -1.73, -0.85], [1.23, -0.44, -0.71], [0.08, -1.92, -1.63], [1.43, -2.59, -0.56], [2.48, -0.37, 0.02], [2.75, 0.76, 0.59], [1.97, 1.72, 0.67], [3.90, 0.72, 1.22], [4.09, 1.58, 1.63]], "lowdin_spin": [-0.003, 6.128, 0.104, 0.684, 0.035, 0.008, 0.038, 0.035, 0.011, -0.012, 0.002, 0.000, 0.000, -0.002, -0.028, 0.000, 0.000], "fmax_ev_per_a": 2.62, "s2": 16.516, "de_lowest_ev": 1.5333, "spin_multiplicity": 8, "e_tot_ha": -1319.816146, "lumo_ev": [-5.12, -4.42], "total_charge": 1, "e_homo_ev": [-11.912, -13.378]}